Model A:
Formula: C5H14O
Source: the OMol25 dataset
Level of theory: ωB97M-V/def2-TZVPD

Each atom is followed by the atoms it is bonded to, with distances in Å.
CARTESIAN COORDINATES (ANGSTROEM)
1 C -0.82428 -1.47688 -2.09363  C2 1.529, C3 1.539, H4 1.093, H5 1.087
2 C -1.05942 -1.08650 -0.63423  C1 1.529, H6 1.100, H7 1.081, H10 1.090
3 C 0.54799 -2.14049 -2.30743  C1 1.539, H8 1.090, H9 1.082, H11 1.094
4 H -1.62321 -2.15724 -2.39816  C1 1.093
5 H -0.97756 -0.60677 -2.72744  C1 1.087
6 H -1.23968 -2.01585 -0.07429  C2 1.100
7 H -1.87811 -0.38951 -0.52663  C2 1.081
8 H 1.23079 -1.76972 -1.54253  C3 1.090
9 H 0.48710 -3.22072 -2.27420  C3 1.082
10 H -0.18003 -0.73694 -0.09277  C2 1.090
11 H 0.96672 -1.84769 -3.27471  C3 1.094
12 C 0.08116 1.74967 1.47050  C13 1.521, O14 1.413, H15 1.091, H16 1.088
13 C 0.72546 1.79072 2.84763  C12 1.521, H17 1.088, H19 1.096, H20 1.093
14 O 0.38483 2.88225 0.68135  C12 1.413, H18 0.974
15 H 0.37639 0.84238 0.94237  C12 1.091
16 H -0.99955 1.66522 1.56130  C12 1.088
17 H 1.47422 1.05265 3.12762  C13 1.088
18 H 1.35228 2.98253 0.63502  O14 0.974
19 H -0.02017 1.71342 3.64656  C13 1.096
20 H 1.17507 2.76945 3.03367  C13 1.093

Properties
- structure (SMILES) = CCC.CCO
- gap between HOMO and LUMO (eV) = 11.20
- E_HOMO (eV) = -10.2

Atom charges from the Löwdin analysis, given in e for atoms 1 to 8: C -0.310; C -0.128; C -0.113; H 0.095; H 0.091; H 0.078; H 0.068; H 0.062

---

Model B:
Formula: C5H14O
Source: the OMol25 dataset
Level of theory: ωB97M-V/def2-TZVPD

Each atom is followed by the atoms it is bonded to, with distances in Å.
CARTESIAN COORDINATES (ANGSTROEM)
1 C -1.57140 -1.13280 -0.10354  C2 1.519, C3 1.524, H4 1.094, H5 1.090
2 C -3.04515 -0.92177 -0.40442  C1 1.519, H6 1.090, H7 1.092, H10 1.088
3 C -0.81522 -2.12199 -0.98303  C1 1.524, H8 1.091, H9 1.085, H11 1.096
4 H -1.41400 -1.44900 0.93176  C1 1.094
5 H -1.03337 -0.18490 -0.11973  C1 1.090
6 H -3.27826 0.10396 -0.69008  C2 1.090
7 H -3.40542 -1.53267 -1.23469  C2 1.092
8 H 0.16202 -2.36211 -0.56178  C3 1.091
9 H -0.78295 -1.76979 -2.00883  C3 1.085
10 H -3.67010 -1.14854 0.45692  C2 1.088
11 H -1.27986 -3.10298 -0.83238  C3 1.096
12 C 1.57001 0.95142 0.33235  C13 1.506, O14 1.407, H15 1.099, H16 1.095
13 C 1.06803 2.03075 1.25489  C12 1.506, H17 1.093, H19 1.089, H20 1.090
14 O 2.86052 1.29993 -0.10681  C12 1.407, H18 0.963
15 H 1.55100 -0.02775 0.83173  C12 1.099
16 H 0.91750 0.77335 -0.52824  C12 1.095
17 H 1.22997 2.98517 0.74665  C13 1.093
18 H 3.49271 0.57380 -0.08746  O14 0.963
19 H 1.61011 1.99487 2.19845  C13 1.089
20 H 0.00314 2.00614 1.48771  C13 1.090

Properties
- structure (SMILES) = CCC.CCO
- gap between HOMO and LUMO (eV) = 11.14
- E_HOMO (eV) = -10.3

Atom charges from the Löwdin analysis, given in e for atoms 1 to 8: C -0.332; C -0.115; C -0.124; H 0.100; H 0.067; H 0.065; H 0.068; H 0.062

---

In terms of stability, model B leads; the second structure lies 2.0 kcal/mol higher.